(1)
Molecular formula: C4H13N2
Method: DFT, the ωB97M-V functional and the def2-TZVPD basis

relative energy (zero: lowest compared OMol25 entry of this formula, charge and spin): 12.0 kcal per mole
charge: +1
spin multiplicity: 1
E_LUMO: -3.73 eV
gap between HOMO and LUMO: 11.1 eV

```
19
Properties=species:S:1:pos:R:3:mulliken_charge:R:1
C -1.79802 0.51188 1.85087 -0.98
C -1.16996 1.63872 1.04558 -0.35
C 0.32305 1.79360 1.32476 -1.25
H -1.22343 -0.41568 1.75862 0.24
H -2.81340 0.31846 1.52429 0.33
H -1.83599 0.77050 2.90474 0.35
H -1.68131 2.56858 1.28514 0.34
H -1.39572 1.50027 -0.01511 0.34
H 0.82551 2.47355 0.64196 0.35
H 0.46590 2.16539 2.33962 0.39
H 0.84046 0.82639 1.28310 0.35
N 1.32372 -2.31932 -2.01388 -0.32
C 1.09123 -1.40703 -1.10283 0.33
N 0.34573 -0.35462 -1.27950 -0.22
H 0.91344 -2.29676 -2.94016 0.24
H 1.89234 -3.12259 -1.79103 0.26
H 1.57752 -1.54920 -0.14710 0.34
H 0.18976 0.28641 -0.51314 0.05
H -0.11686 -0.21299 -2.16492 0.22
```

***

(2)
Molecular formula: C52H48N2O6P2RuS2
Method: DFT, the ωB97M-V functional and the def2-TZVPD basis

relative energy (zero: lowest compared OMol25 entry of this formula, charge and spin): 53.6 kcal per mole
charge: -1
spin multiplicity: 2
E_LUMO (spin up / spin down): 2.35 / 1.46 eV
gap between HOMO and LUMO (spin up / spin down): 7.0 / 6.2 eV

```
113
Properties=species:S:1:pos:R:3:mulliken_charge:R:1
Ru -0.75185 -0.89985 -1.21447 -1.30
C 4.01149 0.23423 -6.45046 -0.48
C 4.36052 0.70458 -5.19446 -0.86
C 3.46972 0.60001 -4.13454 -0.46
C 2.21655 0.02681 -4.32407 0.52
C 1.87676 -0.45209 -5.58910 -0.24
C 2.76384 -0.34501 -6.64504 -0.72
P 1.01194 -0.17381 -2.95957 0.43
C 1.75626 0.65210 -1.54590 0.85
C 1.62951 2.09483 -1.18452 -0.12
C 2.80762 2.53007 -0.36914 -1.08
C 3.59611 1.66422 0.31049 -0.76
C 3.41768 0.26804 0.17817 -1.35
C 2.53551 -0.20323 -0.79355 -1.23
C -0.46319 0.71996 -3.51282 0.74
C -0.59048 1.63352 -4.55294 -0.37
C -1.85086 2.10599 -4.88629 -0.92
C -2.95572 1.62493 -4.19370 -1.16
C -2.81493 0.73085 -3.13714 0.69
C -1.55587 0.26687 -2.73240 -0.39
H 4.70890 0.31246 -7.27463 0.37
H 5.33146 1.15588 -5.03360 0.41
H 3.75250 0.96469 -3.15445 0.31
H 0.90455 -0.90533 -5.74496 0.41
H 2.48472 -0.71861 -7.62217 0.37
H 1.54575 2.70666 -2.08931 0.72
H 2.99175 3.59096 -0.27278 0.64
H 4.38734 2.04435 0.94656 0.44
H 4.01493 -0.42586 0.75350 0.73
H 2.48111 -1.26964 -0.98311 0.71
H 0.28534 1.96378 -5.10054 0.54
H -1.97467 2.82234 -5.68920 0.40
H -3.94740 1.96462 -4.47247 0.39
H -3.71249 0.39952 -2.63250 0.49
N -1.83473 -2.51962 -2.06173 -0.25
C -3.13966 -2.72925 -1.48636 0.77
C -4.21596 -3.00937 -2.31261 -0.82
C -5.48429 -3.15377 -1.76810 -0.80
C -5.65850 -3.01775 -0.40122 -1.03
C -4.57270 -2.72554 0.41602 -0.88
C -3.29656 -2.56398 -0.10598 0.24
P -1.81172 -1.97405 0.92320 5.25
C -2.05801 -0.23477 0.49245 0.08
C -1.21219 0.83608 1.14409 0.46
C -2.03306 1.98179 1.63722 -1.18
C -3.20871 2.29812 1.07562 -1.61
C -3.77695 1.48263 0.04665 -0.70
C -3.26011 0.24290 -0.15823 -1.90
C -2.48787 -2.33564 2.59902 0.07
C -2.43150 -3.61192 3.15123 -0.61
C -2.89488 -3.83798 4.43866 -0.83
C -3.41797 -2.79371 5.18921 -0.53
C -3.48186 -1.52149 4.64148 -0.85
C -3.02013 -1.29474 3.35230 -0.48
H -1.91128 -2.42997 -3.07011 0.46
H -1.24597 -3.34772 -1.88448 0.24
H -4.06233 -3.11198 -3.38133 0.41
H -6.32610 -3.37303 -2.41235 0.39
H -6.64425 -3.12031 0.03393 0.44
H -4.73553 -2.58774 1.47658 0.48
H -0.66516 0.43242 1.99161 0.45
H -1.68428 2.51320 2.51425 0.80
H -3.77575 3.14319 1.45430 0.27
H -4.67303 1.79754 -0.47115 0.45
H -3.81796 -0.43879 -0.78004 0.23
H -2.01329 -4.42394 2.57270 0.42
H -2.84245 -4.83457 4.85952 0.43
H -3.77376 -2.97139 6.19666 0.38
H -3.89085 -0.70035 5.21715 0.44
H -3.08289 -0.29951 2.92382 0.15
O -1.18067 -3.53948 0.56877 -0.60
S 0.23039 -3.92335 -0.11233 1.12
O 1.06427 -4.49663 0.90579 -0.82
O 0.71240 -2.64095 -0.65395 -0.40
O -0.17226 -4.81796 -1.18106 -0.80
C 4.39159 -1.88596 7.17774 -0.82
C 5.83154 -1.88098 6.73993 0.63
O 6.75252 -1.93441 7.51582 -0.58
S 6.22836 -1.85442 4.99977 -0.11
C 4.65319 -1.77722 4.18383 -0.46
C 4.04450 -0.54707 3.95023 -0.48
C 2.81792 -0.48997 3.31509 0.01
C 2.18433 -1.66504 2.89472 0.02
C 2.81657 -2.89458 3.10029 -0.90
C 4.04017 -2.94645 3.74328 -0.39
C 0.91938 -1.61624 2.24781 0.31
C -0.12716 -1.60441 1.64569 -0.42
H 4.33430 -1.39316 8.14631 0.32
H 4.08278 -2.92594 7.29961 0.25
H 3.72218 -1.41706 6.46356 0.25
H 4.53703 0.36234 4.27097 0.42
H 2.33515 0.46154 3.13054 0.49
H 2.34018 -3.79157 2.72731 0.64
H 4.52855 -3.89801 3.90847 0.46
O -0.04433 1.11714 0.21749 1.29
C 0.21715 2.39244 -0.39386 1.25
C 0.43767 3.47655 0.67651 -1.54
C 0.86052 4.90796 0.25402 -1.44
C 0.95277 5.25938 -1.23603 -0.60
C -0.35458 5.08691 -2.02769 -0.93
C -1.33666 4.10718 -1.38834 -1.06
N -0.87079 2.75648 -1.22825 1.25
H 1.16198 3.06555 1.37960 0.44
H -0.49931 3.55236 1.21269 0.42
H 1.82858 5.13500 0.70768 0.48
H 0.15609 5.60873 0.71238 0.62
H 1.75209 4.68704 -1.70636 0.11
H 1.27250 6.30320 -1.30133 0.62
H -0.13082 4.74372 -3.04159 0.28
H -0.85917 6.05307 -2.12993 0.50
H -2.23823 4.05418 -2.00368 0.55
H -1.66164 4.49673 -0.41694 0.53
H -1.01326 2.15952 -2.02743 -1.48
```

***

(3)
Molecular formula: C24H22N6O4
Method: DFT, the ωB97M-V functional and the def2-TZVPD basis

relative energy (zero: lowest compared OMol25 entry of this formula, charge and spin): 42.1 kcal per mole
spin multiplicity: 1
SMILES: COCCn1cnc2c(c1=O)c1nc3ccccc3nc1n2/N=C/c1ccc(OC)c(OC)c1
E_LUMO: -0.36 eV
gap between HOMO and LUMO: 7.4 eV

```
56
Properties=species:S:1:pos:R:3:mulliken_charge:R:1
C 0.26077 3.34162 6.13913 -0.76
O 0.84571 2.13232 5.72822 -0.26
C 2.22298 2.24867 5.45179 -0.45
C 2.72586 0.90536 4.92614 -1.13
N 2.14735 0.61324 3.63124 0.17
C 0.91248 0.09527 3.54684 -0.20
N 0.26757 -0.16456 2.45618 -0.39
C 0.92617 0.13597 1.31580 1.48
C 2.20924 0.69001 1.27305 0.23
C 2.91397 0.98780 2.48333 -0.54
O 4.00735 1.48312 2.63136 -0.67
C 2.53931 0.85679 -0.10814 0.98
N 3.60086 1.32490 -0.71259 -0.72
C 3.54991 1.32270 -2.06043 0.32
C 4.65884 1.81167 -2.78212 -0.49
C 4.63934 1.82371 -4.14790 -0.50
C 3.51858 1.35146 -4.85365 -0.48
C 2.42604 0.87040 -4.18831 -0.46
C 2.41069 0.84207 -2.78009 0.12
N 1.31671 0.36017 -2.14531 -0.57
C 1.39749 0.37427 -0.84488 0.00
N 0.43380 -0.05592 0.04425 0.57
N -0.73083 -0.55301 -0.40588 -1.20
C -1.65278 -0.96424 0.37523 -0.68
C -2.87784 -1.48697 -0.18254 0.17
C -3.89823 -1.94646 0.64642 -0.97
C -5.05638 -2.44019 0.08938 -0.56
C -5.24813 -2.49798 -1.29174 0.33
O -6.44927 -3.01442 -1.65594 -0.47
C -6.83135 -3.13490 -3.00831 -0.71
C -4.21621 -2.03442 -2.13844 0.90
O -4.40831 -2.09525 -3.49563 -0.47
C -3.37989 -1.63234 -4.33782 -0.97
C -3.05783 -1.54042 -1.56756 -0.28
H -0.79281 3.13307 6.31165 0.24
H 0.36006 4.11339 5.36645 0.33
H 0.71903 3.70909 7.06521 0.29
H 2.40045 3.03052 4.69843 0.40
H 2.77663 2.51599 6.36437 0.43
H 2.45830 0.11439 5.62853 0.38
H 3.80927 0.95286 4.79332 0.44
H 0.41230 -0.11848 4.48115 0.46
H 5.50581 2.16790 -2.21710 0.47
H 5.48931 2.19791 -4.69933 0.38
H 3.52914 1.37222 -5.93359 0.38
H 1.55576 0.50299 -4.70960 0.47
H -1.56921 -0.94432 1.46044 0.62
H -3.78254 -1.91585 1.71902 0.39
H -5.86132 -2.80204 0.70948 0.44
H -6.16385 -3.79975 -3.55957 0.26
H -6.86590 -2.16413 -3.50636 0.27
H -7.83243 -3.56541 -2.98070 0.29
H -3.75166 -1.77728 -5.35140 0.25
H -3.17282 -0.57052 -4.17466 0.36
H -2.45890 -2.20714 -4.20248 0.36
H -2.24549 -1.17650 -2.17315 0.80
```